1.
ORCA calculation (ωB97M-V with the def2-TZVPD basis set) on C28H24KN2O8PS3 as an isolated structure.

XYZ file:
```
67
Properties=species:S:1:pos:R:3
K 0.67406 -2.06064 0.18711
O -3.31701 -2.90706 1.75469
S -2.25874 -2.36741 0.92483
O -1.24918 -1.58871 1.65863
O -1.64565 -3.32025 0.00947
C -3.06149 -1.13716 -0.10848
C -4.17635 -1.60143 -0.79409
C -4.90291 -0.77677 -1.63329
C -4.51324 0.54249 -1.78258
C -3.40754 1.01123 -1.09372
C -2.65340 0.19127 -0.24801
P -1.13800 0.90808 0.56058
C -1.08999 2.56467 -0.21236
C -1.51573 3.75484 0.36352
C -1.37178 4.95816 -0.31777
C -0.81408 4.97900 -1.58602
C -0.38992 3.79211 -2.17245
C -0.51390 2.59434 -1.48771
C -1.73790 1.33810 2.22819
C -0.78823 1.81188 3.13360
C -1.14850 2.16932 4.42378
C -2.46850 2.03585 4.83698
C -3.41605 1.54846 3.95029
C -3.05507 1.20684 2.65388
H -4.46626 -2.63615 -0.66164
H -5.75677 -1.16842 -2.17219
H -5.05196 1.20870 -2.44528
H -3.11759 2.04195 -1.23480
H -1.96756 3.74961 1.34770
H -1.70606 5.87911 0.14657
H -0.70765 5.91626 -2.11984
H 0.04547 3.78939 -3.16405
H -0.17981 1.66654 -1.94127
H 0.24849 1.90077 2.82550
H -0.39275 2.53685 5.10803
H -2.75147 2.29804 5.84966
H -4.44423 1.42445 4.26945
H -3.79689 0.81526 1.97007
O 4.89423 -1.39828 0.30837
C 3.99264 -1.93726 -0.35653
O 2.98054 -2.54621 0.06497
C 4.11568 -1.83851 -1.88877
C 3.02171 -2.02510 -2.72686
C 3.15015 -1.90727 -4.10703
C 4.40777 -1.63123 -4.60987
C 5.52344 -1.43622 -3.81284
C 5.35751 -1.52997 -2.44228
N 4.58337 -1.53726 -6.08021
O 5.68367 -1.23075 -6.51014
O 3.62438 -1.76582 -6.78756
H 2.03563 -2.23915 -2.33251
H 2.29220 -2.01598 -4.75413
H 6.47727 -1.21456 -4.26670
H 6.18240 -1.36084 -1.76318
C 0.52418 -1.64540 4.43227
S 1.48369 -2.50389 3.19511
C 3.06751 -1.71270 3.43190
O 1.61973 -3.91858 3.66558
H 0.94644 -1.82015 5.42399
H -0.48597 -2.04398 4.36556
H 0.48452 -0.58099 4.19689
H 2.93479 -0.63091 3.37520
H 3.70410 -2.01999 2.60134
H 3.48215 -2.00767 4.39726
S -1.36223 -0.86942 -4.69972
C -0.61602 -0.86077 -3.19725
N -0.10135 -0.84069 -2.14983
```

HOMO energy, eV: -2.62
Electronic energy, hartree: -3928.7869
LUMO, eV: 3.9
Energy above the lowest of the compared OMol25 structures with the same formula, charge and spin, kJ/mol: 80.1
Kohn-Sham gap, eV: 6.5646
Multiplicity: 1
Total charge: -2

---

2.
ORCA calculation (ωB97M-V with the def2-TZVPD basis set) on a 2-piece molecular cluster, C3H13N3O overall.

XYZ file:
```
20
Properties=species:S:1:pos:R:3
N -0.68890 2.91946 0.87126
C -0.50934 1.43871 0.80751
C 0.99424 1.23431 0.40841
N 1.39972 -0.20006 0.45458
H -1.68868 3.18026 0.92974
H -0.25755 3.28736 1.70839
H -1.18471 0.98868 0.07068
H -0.67380 0.94078 1.79049
H 1.68598 1.88553 1.01279
H 1.06160 1.57123 -0.63056
H 1.98177 -0.48427 -0.32074
H 1.86588 -0.40019 1.32246
N -0.02186 -1.47271 -1.99261
C -0.50989 -2.24477 -0.85292
O -0.70415 -1.57845 0.35676
H -0.02702 -2.08678 -2.82699
H -0.72272 -0.75060 -2.21655
H -1.47813 -2.74679 -1.09354
H 0.23806 -3.05521 -0.70165
H 0.15976 -0.99871 0.59071
```

HOMO energy, eV: -8.78
Electronic energy, hartree: -361.5712
LUMO, eV: 1.0
Energy above the lowest of the compared OMol25 structures with the same formula, charge and spin, kJ/mol: 139.9
Kohn-Sham gap, eV: 9.7667
Multiplicity: 1

---

3.
ORCA calculation (ωB97M-V with the def2-TZVPD basis set) on a 3-piece molecular cluster, C12H20ClNO12P2 overall.

XYZ file:
```
48
Properties=species:S:1:pos:R:3
C -1.70202 3.34470 0.01509
C -1.07514 2.29644 -0.89492
P -2.48156 1.15728 -1.35894
N -3.54354 1.85006 -2.22594
O -2.90662 0.56916 0.07051
O -1.81430 -0.06446 -2.13447
O -0.56754 2.81727 -2.14533
C 0.25943 1.86100 -2.64153
O 0.63693 1.78143 -3.75662
O 0.63720 1.00644 -1.64501
C 0.18787 1.59101 -0.41572
P 1.72051 2.55749 0.26971
O 2.69664 2.54372 -1.01803
Cl 1.18519 4.55588 0.23278
H -2.68532 3.03926 0.35591
H -1.80019 4.27639 -0.53634
H -1.09018 3.53441 0.88917
H -4.46364 1.89553 -1.80998
H -3.81209 0.23147 -0.02456
H -1.00245 -0.38368 -1.71512
H 0.00313 0.85428 0.36473
H 2.40164 3.10559 -1.75079
C -1.02671 -4.56791 -1.83891
C -2.49774 -4.31378 -1.63361
C -3.38369 -4.62517 -2.82330
O -4.45168 -3.68346 -2.66562
C -3.97414 -2.62006 -1.97750
O -4.53994 -1.58562 -1.85384
O -2.75620 -2.90782 -1.45783
H -0.46387 -4.33967 -0.93479
H -0.85672 -5.61334 -2.09618
H -0.64273 -3.93800 -2.64173
H -2.85978 -4.82837 -0.73938
H -3.77893 -5.63724 -2.82300
H -2.87977 -4.42699 -3.77214
C 5.20741 1.45097 4.78681
C 4.19680 0.46402 4.26341
C 4.39268 0.03412 2.82281
O 3.04866 -0.23131 2.39767
C 2.21777 0.52000 3.15482
O 1.06740 0.69535 2.91794
O 2.88378 1.05703 4.19782
H 5.00892 1.69259 5.82979
H 6.21226 1.03515 4.71341
H 5.16320 2.37727 4.21394
H 4.12857 -0.40766 4.91957
H 5.00072 -0.85903 2.70947
H 4.79981 0.83827 2.20578
```

HOMO energy, eV: -8.81
Electronic energy, hartree: -2569.9384
LUMO, eV: 0.4
Energy above the lowest of the compared OMol25 structures with the same formula, charge and spin, kJ/mol: 0.0
Kohn-Sham gap, eV: 9.2363
Multiplicity: 1

---

4.
ORCA calculation (ωB97M-V with the def2-TZVPD basis set) on C2H9N2O2P as an isolated structure.

XYZ file:
```
16
Properties=species:S:1:pos:R:3
C -2.41686 1.17633 0.41032
C -1.42944 0.40435 -0.41256
N 0.21309 -1.33905 -0.07998
N -0.64096 -0.42046 0.48093
O 3.56368 -0.36166 0.85016
O 2.05441 -0.24389 -1.03668
P 2.93190 0.74237 -0.22198
H -3.14309 0.60106 0.93444
H -1.82901 1.67084 1.33282
H -2.82890 1.87664 -0.26341
H -1.98998 -0.36929 -1.03832
H -0.64509 0.93106 -0.92790
H -0.08364 -1.42316 -0.98993
H 0.33408 -2.10794 0.55319
H 4.47724 -0.24867 0.92602
H 1.43254 -0.88854 -0.51713
```

HOMO energy (alpha / beta), eV: -8.66 / -6.37
Electronic energy, hartree: -682.8250
LUMO (alpha / beta), eV: 0.7 / 0.1
Energy above the lowest of the compared OMol25 structures with the same formula, charge and spin, kJ/mol: 464.7
Kohn-Sham gap (alpha / beta), eV: 9.4063 / 6.4797
Multiplicity: 1

---

5.
ORCA calculation (ωB97M-V with the def2-TZVPD basis set) on C8F24KN4O16S8 as an isolated structure.

XYZ file:
```
61
Properties=species:S:1:pos:R:3
K -10.48623 16.26847 12.85986
C -13.21247 16.94438 16.86262
F -13.06011 15.71321 16.35437
F -14.47046 17.31092 16.66810
F -12.94685 16.94148 18.15407
S -12.15565 18.13145 15.84137
O -12.28861 17.56873 14.50999
O -12.78159 19.42272 15.96221
N -10.62620 17.81567 16.49130
S -9.68182 18.79248 15.74664
O -9.26247 18.32929 14.43002
O -10.07000 20.17762 15.71005
C -8.16467 18.80300 16.88998
F -8.57814 19.14973 18.10982
F -7.61258 17.58308 16.98193
F -7.29679 19.67497 16.43284
C -6.51784 28.48014 14.33055
F -5.82404 28.99817 13.31782
F -5.86441 28.74435 15.44771
F -7.72632 29.03627 14.37552
S -6.62451 26.65079 14.01853
O -7.27424 26.50329 12.72822
O -5.24234 26.25474 14.12368
N -7.61032 26.08991 15.32815
S -7.23934 24.54631 15.30052
O -7.26358 23.87453 14.00554
O -6.04295 24.17680 16.04540
C -8.74136 23.85119 16.28874
F -8.78808 22.52568 16.08093
F -8.42088 23.98872 17.58118
F -9.88846 24.39779 15.91131
C -0.94790 23.44968 20.94545
F -1.08120 23.35828 22.27703
F 0.16680 24.15281 20.70154
F -0.80132 22.22827 20.44690
S -2.50547 24.31550 20.16538
O -3.51716 24.26930 21.20624
O -2.21833 25.65052 19.71122
N -2.74997 23.36958 18.72302
S -3.90302 22.37680 19.25928
O -3.50887 21.63121 20.45039
O -5.22253 22.95704 19.25143
C -3.86794 20.99714 17.91513
F -2.64816 20.46634 17.83119
F -4.71419 20.03719 18.34268
F -4.32583 21.39446 16.74197
C -17.06733 14.39732 17.87176
F -17.32993 13.83369 16.69389
F -16.30087 13.55020 18.52900
F -16.49903 15.55287 17.61383
S -18.77841 14.69803 18.70434
O -18.44756 14.95182 20.09378
O -19.34177 15.81945 17.98162
N -19.63112 13.25594 18.52164
S -20.57982 13.22922 17.24558
O -21.91183 13.71554 17.55761
O -20.06641 13.68934 15.96530
C -20.71971 11.37424 17.04673
F -21.35590 10.91733 18.16451
F -21.52615 11.09185 16.01435
F -19.56140 10.73679 16.91222
```

HOMO energy, eV: -2.78
Electronic energy, hartree: -7909.9569
LUMO, eV: 2.5
Energy above the lowest of the compared OMol25 structures with the same formula, charge and spin, kJ/mol: 318.6
Kohn-Sham gap, eV: 5.2545
Multiplicity: 1
Total charge: -3

---

6.
ORCA calculation (ωB97M-V with the def2-TZVPD basis set) on C14H14MoN4S2 as an isolated structure.

XYZ file:
```
35
Properties=species:S:1:pos:R:3
Mo -0.28648 -0.92030 -1.34165
N 1.07401 -2.40878 -0.54358
C 1.78449 -1.23796 -0.09297
C 2.99347 -0.87166 -0.70260
C 3.64605 0.25835 -0.27739
C 3.11278 1.01902 0.76995
C 1.91618 0.66328 1.36313
C 1.21209 -0.46180 0.93983
C -0.13124 -0.79756 1.48547
C -0.43626 -0.81695 2.83607
C -1.74049 -1.09924 3.22878
C -2.72962 -1.34439 2.28302
C -2.43065 -1.31370 0.92571
C -1.12538 -1.04065 0.52272
H 1.62803 -3.00818 -1.15062
H 0.67508 -2.96584 0.21134
H 3.41839 -1.49644 -1.48068
H 4.58229 0.54087 -0.73851
H 3.64284 1.89576 1.11776
H 1.49761 1.27081 2.15524
H 0.33370 -0.62674 3.57409
H -1.98493 -1.12749 4.28223
H -3.74036 -1.56160 2.60127
H -3.21328 -1.49560 0.20008
S -1.42506 -2.58483 -2.72403
C -2.22319 -1.14749 -2.51072
N -2.38311 -0.06081 -2.09122
N -1.65844 2.58613 -0.93140
C -0.71691 2.53465 -1.84764
N -0.57937 3.49320 -2.74153
S 0.49775 1.26966 -1.87028
H -2.37185 3.30169 -0.94797
H -1.80787 1.80612 -0.31058
H -1.17579 4.30860 -2.75312
H 0.14550 3.43987 -3.44018
```

HOMO energy (alpha / beta), eV: -14.82 / -15.45
Electronic energy, hartree: -1624.9421
LUMO (alpha / beta), eV: -8.2 / -8.1
Energy above the lowest of the compared OMol25 structures with the same formula, charge and spin, kJ/mol: 0.0
<S²>: 2.03
Kohn-Sham gap (alpha / beta), eV: 6.6351 / 7.3627
Multiplicity: 3
Total charge: +2

---

7.
ORCA calculation (ωB97M-V with the def2-TZVPD basis set) on C36H41BrGeKN5O2S2Se as an isolated structure.

XYZ file:
```
90
Properties=species:S:1:pos:R:3
K -0.40219 0.52663 0.89815
C 0.28263 0.30345 4.28741
C -0.88380 1.22602 4.40379
C -1.06365 2.09611 5.42020
C -2.19333 2.96433 5.47323
C -3.00067 3.01992 4.36701
C -2.78883 2.19814 3.25574
N -1.89205 1.08165 3.40835
C -3.42971 2.42385 1.99881
C -4.72561 2.98946 1.92491
C -5.31454 3.16654 0.70084
C -4.61129 2.82795 -0.45626
C -3.32994 2.31150 -0.31445
N -2.76291 2.08111 0.87057
C -2.53569 1.95758 -1.51727
C -2.75682 2.59605 -2.73862
C -1.99330 2.22478 -3.82988
C -1.04756 1.22499 -3.68296
C -0.87959 0.63532 -2.43172
C 0.10395 -0.47063 -2.21379
N -1.60740 1.01008 -1.38158
H 0.87892 0.31531 5.19775
H 0.93306 0.57868 3.45016
H -0.07377 -0.71510 4.10770
H -0.30478 2.15535 6.19015
H -2.32997 3.64234 6.30427
H -3.76603 3.78279 4.29480
H -5.26947 3.22676 2.82837
H -6.32708 3.54599 0.62995
H -5.07660 2.93440 -1.42628
H -3.48991 3.38502 -2.82243
H -2.13228 2.71082 -4.78813
H -0.42959 0.91753 -4.51717
H 0.78384 -0.56512 -3.06020
H -0.42727 -1.41370 -2.08319
H 0.68481 -0.29923 -1.30791
Br 2.88567 -3.27642 6.37241
C 2.24081 -3.08079 4.58155
C 1.34540 -4.01798 4.09496
C 0.86613 -3.86307 2.80197
C 1.25517 -2.77289 2.03791
C 2.13812 -1.83291 2.55156
C 2.65366 -1.99787 3.83178
C 2.48497 -0.57696 1.76148
O 3.52023 0.02971 2.05611
O 1.63074 -0.24354 0.87747
H 1.02325 -4.84129 4.71751
H 0.16741 -4.58299 2.39463
H 0.86436 -2.65043 1.03710
H 3.34797 -1.26697 4.22321
C -5.50047 -3.34497 -3.09332
C -4.01478 -3.47786 -3.05181
C -3.20989 -3.51758 -4.15014
C -1.80827 -3.56055 -3.94967
N -1.26553 -3.62540 -2.75676
C -2.05298 -3.66851 -1.65493
S -1.49712 -3.83568 -0.10911
N -3.42963 -3.53714 -1.83749
C -0.87062 -3.51427 -5.11448
H -5.87228 -3.52693 -4.09854
H -5.78941 -2.33562 -2.79449
H -5.97097 -4.04901 -2.40650
H -3.63327 -3.48248 -5.14336
H -3.97625 -3.47885 -0.99009
H -1.11162 -4.29279 -5.84030
H 0.14662 -3.65002 -4.75782
H -0.95151 -2.55001 -5.62079
S -3.11396 -0.59616 1.68924
C -2.18478 -0.13397 2.93440
C 5.99622 2.61225 -0.04808
Ge 5.40604 0.97285 -0.96562
C 5.96029 -0.59657 0.07503
C 6.31007 0.88027 -2.73795
C 3.44724 0.95343 -1.32088
Se 2.34593 2.08288 -0.18414
C 2.73449 3.72292 -1.20390
H 7.04403 2.52436 0.24298
H 5.39401 2.74448 0.85158
H 5.88822 3.49572 -0.67707
H 7.04648 -0.65322 0.16739
H 5.60016 -1.51334 -0.39551
H 5.51396 -0.52692 1.06509
H 7.38833 0.77231 -2.60548
H 6.12831 1.78234 -3.32523
H 5.95126 0.02435 -3.31224
H 3.08837 -0.06253 -1.16078
H 3.22876 1.24054 -2.35083
H 3.80270 3.92822 -1.20602
H 2.21352 4.54430 -0.71434
H 2.37287 3.62688 -2.22797
```

HOMO energy (alpha / beta), eV: -2.81 / -2.85
Electronic energy, hartree: -10269.4078
LUMO (alpha / beta), eV: 1.8 / 1.8
Energy above the lowest of the compared OMol25 structures with the same formula, charge and spin, kJ/mol: 109.7
<S²>: 0.76
Kohn-Sham gap (alpha / beta), eV: 4.6215 / 4.6515
Multiplicity: 2
Total charge: -1

---

8.
ORCA calculation (ωB97M-V with the def2-TZVPD basis set) on a 2-piece molecular cluster, C2H2F2O overall.

XYZ file:
```
7
Properties=species:S:1:pos:R:3
F -0.78410 1.25562 -0.91470
C 0.21423 0.42405 -0.84945
C 0.61217 -0.78356 -0.81641
O 1.53692 0.32246 -1.08299
H 0.86448 -1.80759 -1.03381
F -0.99428 0.20808 1.90170
H -1.44942 0.38093 2.79566
```

HOMO energy, eV: -7.87
Electronic energy, hartree: -352.1859
LUMO, eV: 0.5
Energy above the lowest of the compared OMol25 structures with the same formula, charge and spin, kJ/mol: 438.1
Kohn-Sham gap, eV: 8.3980
Multiplicity: 1

---

9.
ORCA calculation (ωB97M-V with the def2-TZVPD basis set) on H16HgO8 as an isolated structure.

XYZ file:
```
25
Properties=species:S:1:pos:R:3
Hg -12.40063 17.58177 -4.68087
O -13.67487 15.80644 -5.72436
H -13.79156 14.88435 -5.49551
H -14.25526 15.94318 -6.47314
O -14.26063 19.03386 -5.55613
H -14.20302 19.95527 -5.30333
H -15.10237 18.96059 -6.00595
O -10.94981 17.84342 -2.75061
H -10.56068 18.44387 -2.11479
H -10.53763 16.99926 -2.56696
O -11.50342 19.75277 -4.98179
H -11.22114 20.47184 -4.41655
H -11.51590 20.12975 -5.86154
O -12.21945 15.40205 -3.55662
H -11.60944 14.67094 -3.65462
H -12.78149 15.14914 -2.82424
O -12.08600 18.04406 -7.23858
H -12.35465 18.96243 -7.21313
H -12.19536 17.78731 -8.15420
O -13.80891 18.02520 -2.82568
H -13.91705 17.83768 -1.89328
H -14.58382 18.53633 -3.05913
O -10.40495 16.66218 -5.56816
H -10.52553 15.73408 -5.76895
H -10.04737 17.03734 -6.37291
```

HOMO energy, eV: -19.01
Electronic energy, hartree: -764.3469
LUMO, eV: -7.4
Energy above the lowest of the compared OMol25 structures with the same formula, charge and spin, kJ/mol: 33.4
Kohn-Sham gap, eV: 11.6329
Multiplicity: 1
Total charge: +2

---

10.
ORCA calculation (ωB97M-V with the def2-TZVPD basis set) on one molecule with the formula C3H6N2S.

XYZ file:
```
12
Properties=species:S:1:pos:R:3
C 3.02544 -0.95752 0.14552
C 1.83492 -0.37648 0.01721
N 0.67859 -1.07438 0.04079
N -0.38401 -0.40873 -0.04508
S -1.79034 -1.22420 -0.15292
C -2.78882 0.27665 0.14968
H 3.89390 -0.31037 0.08581
H 3.26156 -1.99684 0.27761
H 1.73410 0.67624 0.04049
H -1.94061 1.02416 0.34461
H -3.31316 0.03960 1.16119
H -3.52785 0.69361 -0.61864
```

HOMO energy, eV: -8.53
Electronic energy, hartree: -625.5061
LUMO, eV: 0.0
Energy above the lowest of the compared OMol25 structures with the same formula, charge and spin, kJ/mol: 304.3
Kohn-Sham gap, eV: 8.5387
Multiplicity: 1

---

> Which value of energy above the lowest of the compared OMol25 structures with the same formula, charge and spin does entry 8 give?

438.1 kJ/mol

---

> Which of these has the lowest electronic energy?

C36H41BrGeKN5O2S2Se

---

> Look up the energy above the lowest of the compared OMol25 structures with the same formula, charge and spin of the ninth one.

33.4 kJ/mol